Entry 1:
Formula: C8H17CoP2
Source: the Open Molecules 2025 dataset
Level of theory: the ωB97M-V functional and the def2-TZVPD basis

Its charge is -1. The spin multiplicity is 4. The total energy is -2380.322871 a.u. The value obtained for the HOMO energy (alpha / beta) is 0.0 / -3.6 eV. The relative energy (zero: lowest compared OMol25 entry of this formula, charge and spin) is 16.3 kcal per mole. The value obtained for the LUMO energy (alpha / beta) is 3.889 / 3.644 eV. The calculation puts the frontier orbital gap (alpha / beta) at 3.882 / 7.208 eV.

Cartesian coordinates (Å):
H (-0.4569, -2.3311, 0.0227)
C (0.8051, -1.2659, -1.8515)
H (1.1746, -2.4729, 0.6874)
H (0.9739, -1.9481, 3.2593)
H (1.2980, -2.0982, -1.3399)
H (0.5354, 3.5968, -0.0493)
P (0.4097, -0.3661, 1.4788)
H (-0.8466, 0.9943, 3.2683)
C (-0.8026, 0.0036, -2.9135)
H (-1.0178, 3.5291, -1.5259)
C (0.4153, -1.0099, 3.1842)
C (0.4607, 0.6906, -3.0307)
P (-0.4691, 2.7017, -0.4983)
H (0.7942, -0.2354, 3.8567)
C (-0.6036, -1.1766, -2.1772)
H (-1.7196, 0.2713, -3.4505)
H (-1.3303, -1.9698, -2.0122)
H (-1.5653, 1.2771, 1.5841)
H (-0.1932, -2.8441, 1.7782)
H (-1.4339, 3.0426, 0.4695)
C (1.4438, -0.1056, -2.3665)
C (0.1176, -2.1927, 0.9490)
C (-0.6556, 1.0931, 2.1818)
Co (0.0901, 0.4563, -1.0516)
H (0.0387, 1.9700, 2.0454)
H (0.6503, 1.5845, -3.6326)
H (-0.6319, -1.2378, 3.5204)
H (2.5191, 0.0431, -2.3862)

Force components x, y, z for each atom (eV/Å):
-0.03 -0.05 0.66
-0.30 -1.07 -0.75
-0.76 -0.06 0.28
0.23 0.29 0.24
-0.31 0.58 -0.30
-0.14 0.13 0.00
-0.05 0.37 -0.98
-0.29 0.14 -0.55
-0.13 0.64 -1.19
0.21 0.04 0.08
-0.34 -0.54 1.66
-0.13 -0.20 -1.15
-0.07 -0.35 -0.47
0.21 -0.29 0.17
1.15 -0.99 -0.23
0.36 0.04 0.50
0.08 0.41 0.18
0.33 -0.15 0.66
-0.28 0.13 -0.40
0.03 0.23 -0.06
0.83 -0.48 -1.09
0.70 -0.69 -0.73
0.05 0.95 -0.04
-1.01 1.49 3.01
-0.64 -0.49 0.16
-0.12 -0.31 0.39
0.64 0.08 -0.21
-0.24 0.19 0.15

***

Entry 2:
Formula: C8H17INO6S2Tl
Source: the Open Molecules 2025 dataset
Level of theory: the ωB97M-V functional and the def2-TZVPD basis

Its charge is +2. The total energy is -2086.876782 a.u. The value obtained for the HOMO energy is -15.0 eV. The relative energy (zero: lowest compared OMol25 entry of this formula, charge and spin) is 0.0 kcal per mole. The value obtained for the LUMO energy is -11.932 eV. The calculation puts the frontier orbital gap at 3.080 eV.

Cartesian coordinates (Å):
H (2.4120, -0.6051, -0.8179)
S (-2.9865, 0.8408, -1.1941)
C (-5.1165, -1.1655, 0.1177)
O (-3.5509, 1.5584, -2.3034)
H (1.0562, 2.2030, 0.3936)
H (5.1109, -1.0511, 2.6114)
H (4.7583, -0.3764, -0.8509)
N (-1.5828, 1.6548, -0.8697)
H (4.6219, 1.3441, -0.5131)
C (4.2118, -2.2564, 1.0924)
C (2.7276, 0.3377, -0.3552)
C (-4.3940, -0.0951, 0.9594)
H (6.1074, -1.2220, 1.1870)
H (-3.4453, 1.8281, 0.8799)
H (3.1588, -2.0740, 1.2825)
C (5.0800, -1.0866, 1.5282)
O (-0.2763, -0.1898, 0.0069)
C (4.2852, 0.3555, -0.2044)
O (2.2657, 1.4374, -1.0985)
Tl (-6.7259, 0.3995, -2.0451)
I (-2.7014, -0.9165, 1.9828)
H (-4.8751, 1.7534, -0.0859)
H (0.8808, 2.8872, -1.2548)
S (-0.2509, 0.7809, -1.0763)
H (4.5569, -3.1358, 1.6245)
H (-5.3121, -0.8617, -0.9319)
O (-2.8311, -0.5670, -1.3491)
H (2.3072, 0.3628, 0.6481)
H (-6.0145, -1.5446, 0.5949)
O (-0.0123, 0.2985, -2.3876)
H (-4.4537, -2.0112, -0.0292)
C (1.1146, 1.9962, -0.6763)
C (-4.0068, 1.1722, 0.2156)
H (4.3397, -2.4722, 0.0332)
H (-5.0572, 0.2281, 1.7564)
O (4.5982, 0.1926, 1.1287)

Force components x, y, z for each atom (eV/Å):
0.00 -0.01 -0.42
-0.19 0.76 -0.72
0.61 -0.37 -0.08
-0.25 0.20 0.01
-0.12 -0.32 0.15
0.01 0.19 0.11
-0.03 -0.20 -0.05
0.37 -0.17 -0.28
-0.09 0.16 -0.01
0.31 0.22 -0.52
-0.20 0.24 0.72
-0.70 -0.03 -0.24
0.09 0.10 -0.23
0.09 0.13 -0.06
-0.13 -0.08 0.26
-0.10 -0.39 0.52
0.23 -0.51 0.74
0.46 0.18 -0.15
-0.08 -0.58 -0.21
-0.55 0.54 -0.78
0.19 0.04 -0.13
-0.13 -0.04 -0.28
-0.05 -0.01 -0.21
-0.89 0.12 -0.36
-0.13 -0.15 0.15
0.38 -0.22 0.84
0.33 -0.53 0.31
0.00 0.07 0.13
-0.20 0.15 0.05
0.19 0.06 -0.35
-0.06 -0.21 -0.09
0.26 0.81 0.20
0.39 -0.12 0.90
-0.06 -0.04 -0.12
0.10 -0.03 0.27
-0.06 0.02 -0.09

***

Entry 3:
Formula: C8H17InO3
Source: the Open Molecules 2025 dataset
Level of theory: the ωB97M-V functional and the def2-TZVPD basis

Its charge is +2. The total energy is -730.068236 a.u. The value obtained for the HOMO energy is -15.4 eV. The relative energy (zero: lowest compared OMol25 entry of this formula, charge and spin) is 0.0 kcal per mole. The value obtained for the LUMO energy is -13.095 eV. The calculation puts the frontier orbital gap at 2.283 eV.

Cartesian coordinates (Å):
C (-27.4978, 15.7314, 31.2413)
H (-20.6995, 12.0576, 31.8739)
In (-25.0037, 12.6903, 28.3448)
C (-25.6876, 13.8791, 23.5377)
O (-26.1799, 13.8854, 30.5589)
H (-21.2557, 13.5832, 32.7113)
H (-26.8472, 16.3257, 31.8869)
H (-24.1517, 11.0493, 32.2015)
H (-25.0154, 13.2183, 22.9804)
H (-25.1374, 14.5844, 24.1511)
H (-26.3486, 14.3767, 22.8303)
H (-21.0003, 13.5470, 30.9669)
H (-27.7207, 12.3265, 31.7740)
H (-26.9911, 12.0167, 23.8393)
C (-27.8044, 13.3341, 32.1766)
H (-22.7443, 11.2132, 33.2678)
O (-23.3334, 12.9339, 30.5785)
H (-27.4083, 16.0753, 30.2142)
C (-21.3155, 12.9530, 31.8235)
C (-22.7641, 12.5802, 31.5927)
C (-23.4481, 11.7548, 32.6455)
H (-27.4874, 13.3440, 33.2213)
C (-27.0604, 14.2931, 31.3090)
H (-24.0694, 12.4472, 33.2227)
C (-26.6126, 12.8822, 24.3981)
H (-27.4873, 13.5845, 24.6582)
O (-26.0565, 12.5449, 25.4656)
H (-28.5235, 15.8478, 31.5812)
H (-28.8694, 13.5745, 32.2033)

Force components x, y, z for each atom (eV/Å):
0.06 -0.26 0.24
0.00 -0.02 0.39
0.20 0.36 1.69
0.55 1.91 -1.09
0.20 -0.23 -0.43
0.23 -0.32 0.22
-0.02 0.08 -0.06
0.10 0.03 -0.15
-0.17 -0.53 0.50
-0.13 -0.01 0.15
-0.17 0.05 0.22
0.13 0.00 0.06
0.27 -0.03 0.14
-0.12 0.32 -0.41
-0.54 -0.30 0.17
0.01 0.17 0.21
-0.48 0.01 -1.00
0.13 0.13 0.03
-0.66 0.57 -0.75
0.65 -0.56 0.43
-0.43 0.03 -0.32
0.23 0.10 -0.06
-0.35 0.02 -0.63
0.24 -0.06 0.26
-1.42 -3.29 -0.10
0.63 0.94 -0.22
0.78 0.66 0.47
0.02 0.05 0.07
0.07 0.18 -0.03

***

Entry 4:
Formula: C8H17N2
Source: the Open Molecules 2025 dataset
Level of theory: the ωB97M-V functional and the def2-TZVPD basis

Its charge is +1. The total energy is -424.097241 a.u. The value obtained for the HOMO energy (alpha / beta) is -13.2 / -12.7 eV. The relative energy (zero: lowest compared OMol25 entry of this formula, charge and spin) is 136.5 kcal per mole. The value obtained for the LUMO energy (alpha / beta) is -5.242 / -4.825 eV. The calculation puts the frontier orbital gap (alpha / beta) at 8.006 / 7.838 eV.

Cartesian coordinates (Å):
H (-0.4886, 0.4510, 2.4423)
C (1.4230, 0.8995, -0.2438)
H (2.9807, 0.0013, -1.2484)
C (-0.8881, 1.2776, 1.9180)
H (1.2469, 1.4142, 0.7474)
H (-1.8976, -3.0866, -0.6750)
N (-1.7259, -1.9568, 1.1127)
H (-2.2444, 3.0746, 0.5545)
N (-1.3599, 1.0921, 0.6729)
C (2.8480, 0.4396, -0.2945)
C (0.7685, -1.2877, -1.2113)
C (-0.9847, 0.0897, -0.1664)
H (-0.1400, -1.8047, -1.3261)
H (-1.1702, 2.2404, 2.3975)
H (-2.0809, 2.1407, -0.8686)
H (0.9525, -0.8035, -2.0982)
H (0.7080, -0.7786, 0.9645)
H (-2.3697, -3.9483, 0.9312)
H (1.4909, -1.9901, -0.9264)
H (-3.2927, 1.5196, 0.3019)
H (-1.4794, 0.0133, -1.1361)
C (0.4455, -0.3523, -0.0906)
C (-1.9653, -2.9435, 0.4600)
H (3.5548, 1.3333, -0.2466)
C (-2.2982, 2.0318, 0.1768)
H (3.1419, -0.4003, 0.3228)
H (1.0740, 1.5567, -1.0008)

Force components x, y, z for each atom (eV/Å):
0.76 -0.52 0.32
-1.48 -0.80 3.99
0.50 -0.20 -1.39
-1.46 0.94 -1.06
0.41 0.13 -1.04
0.06 0.55 1.25
0.34 1.78 0.67
-0.01 -1.07 0.50
1.43 -0.42 1.74
1.04 1.49 -0.85
-1.69 -0.78 1.97
1.53 0.32 0.60
-0.98 -1.36 -0.71
0.34 -1.05 -0.32
-0.29 0.06 -0.63
0.79 1.16 -2.04
-0.62 0.44 -1.92
0.75 1.75 -0.39
1.27 -0.85 0.03
0.63 1.14 -0.13
-0.26 0.14 0.47
1.42 0.77 1.53
-1.29 -3.81 -1.65
-0.78 -1.39 0.23
-2.30 0.73 -1.11
-0.19 0.35 0.96
0.10 0.51 -1.02

***

Entry 5:
Formula: C8H17N2
Source: the Open Molecules 2025 dataset
Level of theory: the ωB97M-V functional and the def2-TZVPD basis

Its charge is +1. The spin multiplicity is 3. The total energy is -424.062377 a.u. The value obtained for the HOMO energy (alpha / beta) is -9.8 / -14.0 eV. The relative energy (zero: lowest compared OMol25 entry of this formula, charge and spin) is 42.6 kcal per mole. The value obtained for the LUMO energy (alpha / beta) is -3.283 / -5.841 eV. The calculation puts the frontier orbital gap (alpha / beta) at 6.564 / 8.160 eV.

Cartesian coordinates (Å):
C (2.0109, 0.1246, 0.7717)
H (2.3768, 0.8323, 0.0194)
H (-2.0445, 1.4916, -2.4056)
H (-0.4348, 1.0700, -3.0309)
H (-0.3807, -0.6110, 2.9332)
H (1.2465, -0.3422, -1.7100)
C (-0.8717, 1.0824, -0.0194)
H (-1.6846, 1.8361, -0.1334)
H (2.4784, -0.7870, 0.8259)
H (0.2295, 2.2836, 2.8486)
H (-1.2089, 2.6398, 2.0522)
C (0.2891, -0.7069, -1.3080)
H (0.4593, -1.9916, 2.2644)
H (-1.0821, 1.1771, 3.0573)
H (1.2663, -1.0044, 3.2121)
H (0.0306, -1.4822, -3.3250)
C (0.5629, -0.9539, 2.4406)
H (0.4879, -1.1554, -0.3238)
C (-0.5698, 1.7535, 2.3115)
N (-0.2450, 0.9960, 1.1412)
C (0.7682, 0.0111, 1.2829)
H (0.8233, -2.6549, -2.2082)
H (-1.5406, -0.3095, -2.9405)
C (-1.1916, 0.6746, -2.4240)
C (-0.0314, -1.8584, -2.2422)
N (-0.7761, 0.2987, -1.1266)
H (-0.9681, -2.4143, -1.9632)

Force components x, y, z for each atom (eV/Å):
5.82 2.28 -3.30
-0.26 -0.09 0.67
1.51 -1.86 0.02
1.50 0.60 -0.61
0.67 -0.81 -0.21
-0.51 0.80 0.36
-1.52 0.44 -1.47
0.87 -0.37 0.33
1.72 -1.88 -0.27
0.62 -0.78 -0.71
0.14 -1.06 -0.06
0.92 -1.57 0.73
-0.33 -1.23 -1.25
-0.40 -0.37 0.13
1.81 0.74 1.14
-0.58 -0.89 1.48
-2.54 2.40 -0.13
-0.06 0.15 -0.17
-1.49 2.95 0.73
0.83 -1.17 -1.67
-6.29 -1.67 4.37
-1.41 1.56 0.26
0.09 2.23 0.81
-4.97 0.28 -1.26
0.76 -1.53 -1.33
2.40 0.15 2.05
0.72 0.70 -0.63

***

Entry 6:
Formula: C8H17N2O5
Source: the Open Molecules 2025 dataset
Level of theory: the ωB97M-V functional and the def2-TZVPD basis

Its charge is +1. As for the SMILES: CC(=O)N([NH2+]COCOCCO)C(C)=O. The total energy is -800.425238 a.u. The value obtained for the HOMO energy is -13.2 eV. The relative energy (zero: lowest compared OMol25 entry of this formula, charge and spin) is 0.0 kcal per mole. The value obtained for the LUMO energy is -3.523 eV. The calculation puts the frontier orbital gap at 9.725 eV.

Cartesian coordinates (Å):
H (-2.2034, -1.9016, 0.2801)
C (0.0127, 0.3295, -2.8684)
H (0.1010, 1.3513, 1.1252)
C (0.3387, -3.0114, -1.7890)
H (0.8480, 0.7984, -2.3614)
H (-3.0217, -0.8338, -0.6570)
O (-2.0056, -2.7441, -2.1949)
C (-1.1092, 0.1328, -1.9111)
H (1.1846, -2.3484, -1.6854)
H (2.9440, 1.2718, 1.2294)
O (1.9028, 3.0051, 0.9832)
O (-0.9525, -0.3057, 1.7858)
O (1.0723, 0.2747, 2.5846)
O (-2.0609, 0.9000, -1.7909)
H (-1.9830, 1.0101, 0.5616)
H (0.7681, -0.2173, 0.6489)
C (2.5639, 2.0802, 1.8393)
H (0.3561, -3.7074, -0.9545)
C (-0.9714, -2.3126, -1.7555)
C (-2.0007, 0.0161, 0.9941)
H (0.3819, -3.5895, -2.6997)
H (1.2658, 3.4931, 1.4994)
C (1.6789, 1.5107, 2.9314)
H (-0.3326, 1.0040, -3.6356)
H (-2.9179, -0.0946, 1.5623)
H (0.3454, -0.5940, -3.3294)
C (0.2947, 0.3319, 1.4596)
N (-2.1376, -0.9782, -0.1506)
H (0.9387, 2.2425, 3.2554)
N (-1.0150, -0.9989, -1.0405)
H (3.4119, 2.5837, 2.2936)
H (2.3019, 1.3016, 3.7901)

Force components x, y, z for each atom (eV/Å):
0.11 -0.11 0.05
-0.22 -0.13 -0.10
-0.11 0.19 0.02
-0.12 0.22 -0.09
0.22 0.02 0.22
0.07 0.28 -0.18
0.78 0.49 0.70
-1.32 1.53 -0.05
0.16 0.20 -0.02
0.14 -0.17 -0.21
-0.06 -0.57 -0.54
0.12 -0.14 -0.02
-0.11 0.05 0.05
1.53 -1.39 -0.03
0.19 0.10 -0.21
0.03 -0.19 -0.13
-0.11 0.58 0.22
-0.01 -0.13 0.22
-0.83 -0.60 -0.56
-0.19 0.34 0.38
0.12 -0.18 -0.22
-0.13 0.41 0.24
0.51 -0.07 0.10
-0.08 0.18 -0.23
-0.26 -0.17 0.03
0.11 -0.17 0.00
0.09 -0.09 -0.07
-0.40 -0.54 -0.04
-0.29 0.12 -0.03
-0.23 0.14 0.11
0.23 0.03 0.17
0.04 -0.22 0.24